[1]
C8H10ClNO2Ti | ωB97M-V/def2-TZVPD

## Properties
- orbital gap (alpha / beta) (eV) = 7.87 / 7.87
- E_HOMO (alpha / beta) (eV) = -18.25 / -18.25
- total charge = +2
- max |F| (eV/Å) = 7.00

Cartesian coordinates (Å):
Cl 2.5888 -0.1168 -0.8011
C -0.6262 1.5557 1.1809
C -1.5218 0.3963 1.1581
C -1.6251 -0.0159 -0.2209
H -2.1006 -0.0362 1.9892
C -0.8077 0.8620 -1.0366
C -0.2870 1.8705 -0.1631
H 0.3470 2.6550 -0.5417
H -0.3508 2.1236 2.0635
H -2.2669 -0.7848 -0.6639
C -0.6450 0.7491 -2.5301
Ti 0.5234 -0.2613 0.4283
C 0.6165 -0.6066 2.6072
C 2.5862 0.2424 1.6795
O 1.1059 -0.8346 3.6502
O 3.4846 0.1086 2.3726
H -0.9452 -0.2395 -2.9143
H 0.3522 0.9846 -2.9080
H -1.3339 1.3938 -3.0888
N 0.2610 -2.2099 -0.4482
H -0.6619 -2.6323 -0.2996
H 0.9186 -2.8903 -0.0416
H 0.3877 -2.3136 -1.4715

The computed Löwdin charges, all in e, follow: 0.284, -0.097, -0.094, -0.081, 0.157, -0.317, -0.023, 0.156, 0.152, 0.156, -0.001, 0.751, 0.021, -0.173, 0.216, 0.212, 0.102, 0.097, 0.120, 0.034, 0.102, 0.110, 0.116

***

[2]
H4S2 | ωB97M-V/def2-TZVPD

## Properties
- SMILES = S.S
- orbital gap (eV) = 10.48
- E_HOMO (eV) = -9.81
- max |F| (eV/Å) = 0.27

Cartesian coordinates (Å):
S 0.8992 3.8954 -8.9315
H 2.0916 4.4967 -9.1002
H 1.3487 2.7409 -9.4575
S -2.1450 -1.9519 -7.1675
H -1.3740 -2.1082 -6.0753
H -1.0947 -1.5704 -7.9179

The computed Löwdin charges, all in e, follow: 0.451, -0.225, -0.226, 0.451, -0.225, -0.227

***

[3]
C22H61N2O24S5V | ωB97M-V/def2-TZVPD

## Properties
- orbital gap (eV) = 3.68
- E_HOMO (eV) = -7.52
- max |F| (eV/Å) = 5.78

Cartesian coordinates (Å):
O -10.2540 -1.3283 -18.0281
V -9.8089 0.2190 -18.3676
O -11.1737 0.8256 -18.9981
C -11.2517 1.3280 -13.0357
C -10.3018 2.3012 -13.6990
C -10.0661 3.5208 -12.7922
O -9.2505 1.9033 -14.5722
H -10.8910 0.8228 -12.1397
H -11.5266 0.6688 -13.8591
H -12.1913 1.8612 -12.8906
H -10.9622 2.8842 -14.3410
H -9.5704 3.3584 -11.8351
H -10.9642 4.0522 -12.4774
H -9.6423 4.3249 -13.3938
C -16.2417 -3.4644 -15.0701
O -16.3865 -2.6258 -16.1383
H -15.8524 -4.4539 -15.3099
H -15.6012 -3.0576 -14.2875
H -17.1940 -3.6151 -14.5617
H -16.6454 -1.7654 -15.8004
C -4.5233 2.5229 -10.9765
O -4.8182 1.7100 -12.1327
H -5.1211 3.4219 -10.8259
H -4.5860 2.0445 -9.9992
H -3.5779 3.0333 -11.1604
H -5.6969 1.8856 -12.4771
O -18.3872 2.1141 -16.9884
S -19.0852 2.8869 -18.0613
O -20.5436 3.1437 -18.1736
O -18.4744 4.4490 -18.0168
C -18.2971 5.0806 -16.7522
C -16.8146 4.8554 -16.4428
C -18.4383 2.4440 -19.7786
H -18.9541 4.7988 -15.9293
H -18.4251 6.1572 -16.8644
H -16.5600 5.4551 -15.5689
H -16.2020 5.1976 -17.2769
H -16.6236 3.8075 -16.2116
H -17.3485 2.4388 -19.7603
H -18.7261 3.2390 -20.4665
H -18.8188 1.4650 -20.0698
O -10.4216 8.5144 -19.9292
S -9.6848 8.9374 -18.7540
O -8.3643 9.5798 -18.9001
O -10.7526 9.7677 -17.8519
C -10.2065 10.6521 -16.7941
C -11.0794 10.7768 -15.5340
C -9.5097 7.4367 -17.6417
H -9.9800 11.6301 -17.2186
H -9.2266 10.3623 -16.4147
H -10.8246 11.7399 -15.0919
H -10.9079 9.9453 -14.8504
H -12.1517 10.7472 -15.7276
H -9.1942 6.4958 -18.0926
H -10.4687 7.2119 -17.1749
H -8.7516 7.8206 -16.9590
O -5.4080 -3.2698 -15.8180
S -5.4170 -4.6914 -15.4219
O -4.4564 -5.1615 -14.4980
O -6.9066 -5.1661 -14.8383
C -7.2511 -4.7613 -13.5242
C -8.6999 -4.6145 -13.4282
C -5.2278 -5.6163 -16.9394
H -7.0244 -3.7838 -13.0984
H -6.7577 -5.3143 -12.7249
H -9.0725 -3.9612 -14.2172
H -8.8237 -4.1080 -12.4710
H -9.3094 -5.5078 -13.5646
H -4.3064 -5.2339 -17.3787
H -6.0838 -5.2664 -17.5164
H -5.5077 -6.6538 -16.7564
O -3.2215 7.3866 -13.9891
S -3.5154 8.4406 -13.0427
O -4.9243 8.6092 -12.6672
O -2.4937 8.4162 -11.7588
C -2.8658 9.0486 -10.5572
C -1.7612 8.9242 -9.5396
C -2.9039 10.0106 -13.7323
H -3.8380 8.7063 -10.2027
H -2.9814 10.0883 -10.8635
H -0.8227 8.5884 -9.9809
H -1.9889 8.1462 -8.8108
H -1.5904 9.8148 -8.9349
H -2.7651 10.6755 -12.8797
H -3.5861 10.4119 -14.4817
H -1.9292 9.7743 -14.1591
O -19.6037 2.4102 -11.3433
S -19.9370 1.1402 -10.7870
O -19.8697 0.7787 -9.3663
O -21.4109 0.6837 -11.5197
C -21.9439 1.2806 -12.6562
C -22.9740 0.3920 -13.3751
C -18.7756 -0.0080 -11.6449
H -21.0878 1.3994 -13.3204
H -22.3751 2.2633 -12.4652
H -22.5593 -0.5955 -13.5770
H -23.3561 0.6582 -14.3607
H -23.7732 0.3110 -12.6383
H -18.8786 0.2229 -12.7052
H -19.1752 -0.9844 -11.3707
H -17.7530 0.1538 -11.3042
C -15.1503 6.1973 -8.3643
N -15.6787 7.5314 -8.9124
O -15.6671 8.5346 -8.2311
O -15.9138 7.6322 -10.0843
H -14.9448 6.3630 -7.3068
H -14.2572 6.1634 -8.9883
H -15.9400 5.4476 -8.4130
C -8.9324 1.6897 -6.4184
N -8.7194 3.1737 -6.4666
O -9.8153 3.8341 -6.5265
O -7.6482 3.7516 -6.2500
H -9.7743 1.3262 -5.8292
H -8.0329 1.2238 -6.0158
H -9.0419 1.2892 -7.4262

These are the Löwdin partial charges, in e, on atoms 1 to 99: -0.369, 1.118, -0.365, -0.077, -0.585, -0.085, -0.181, 0.076, 0.069, 0.074, 0.117, 0.069, 0.068, 0.072, -0.217, -0.094, 0.083, 0.074, 0.072, 0.082, -0.160, -0.116, 0.066, 0.069, 0.072, 0.068, -0.333, 0.743, -0.322, -0.298, -0.275, -0.081, -0.087, 0.122, 0.118, 0.075, 0.080, 0.065, 0.063, 0.065, 0.065, -0.305, 0.654, -0.310, -0.268, -0.242, -0.065, -0.096, 0.115, 0.107, 0.080, 0.074, 0.077, 0.063, 0.062, 0.053, -0.311, 0.638, -0.276, -0.236, -0.338, -0.094, -0.116, 0.123, 0.126, 0.091, 0.091, 0.082, 0.083, 0.063, 0.076, -0.283, 0.655, -0.305, -0.274, -0.292, -0.057, -0.106, 0.123, 0.104, 0.084, 0.076, 0.080, 0.052, 0.074, 0.069, -0.296, 0.689, -0.291, -0.270, -0.315, -0.058, -0.105, 0.106, 0.122, 0.073, 0.080, 0.076, 0.058

***

[4]
C5H8O | ωB97M-V/def2-TZVPD

## Properties
- SMILES = C1OC[C@H]2C[C@@H]12
- orbital gap (eV) = 10.61
- E_HOMO (eV) = -9.47
- max |F| (eV/Å) = 0.31

Cartesian coordinates (Å):
C -0.4788 -0.4552 -1.2955
C 0.2382 -0.9725 -0.0832
C 1.3887 -0.1560 0.4647
O 0.8879 1.1421 0.7448
C -0.5283 1.2019 0.6253
C -0.9961 -0.1322 0.0760
H -0.0329 0.3639 -1.8582
H -1.0184 -1.1778 -1.9017
H 0.2172 -2.0390 0.1204
H 2.2166 -0.0435 -0.2471
H 1.7842 -0.6268 1.3766
H -0.7584 2.0313 -0.0562
H -0.9927 1.4217 1.5957
H -1.9273 -0.5578 0.4384

The computed Löwdin charges, all in e, follow: -0.072, -0.216, -0.173, -0.126, -0.171, -0.214, 0.116, 0.102, 0.137, 0.123, 0.119, 0.121, 0.118, 0.136